Record 1
Molecular formula: C45H69NO21
Method: DFT, ωB97M-V/def2-TZVPD

SMILES: c1cc[nH]c1.O=C1CCCO1.O=C1CCCO1.O=C1CCCO1.O=C1CCCO1.O=C1CCCO1.O=C1CCCO1.O=C1CCCO1.O=C1CCCO1.O=C1CCCO1.O=C1CCCO1.CO
HOMO: -8.11 eV
Frontier orbital gap: 8.3 eV
LUMO level: 0.21 eV

```
136
C45H69NO21, DFT ωB97M-V/def2-TZVPD
H 3.915 2.542 2.368
H -4.146 -0.573 4.020
O 3.051 -3.891 -1.662
H 5.347 -4.659 -3.137
O 7.088 0.359 -2.081
H -5.601 -0.276 -4.968
O 1.398 5.141 -2.783
C 3.913 -4.910 -1.624
O 1.709 2.567 4.122
O 1.091 -5.687 4.265
H 3.721 -2.622 4.197
C -2.346 4.855 2.035
H -2.498 5.486 1.158
C 5.311 -4.509 -2.055
H -2.217 0.213 1.621
H -1.378 -4.828 -2.692
H -2.085 -0.136 -0.568
C 0.602 -1.117 -3.850
H -4.997 5.543 3.472
H 0.977 0.215 -5.447
H 1.596 2.100 -3.339
O 1.249 4.130 2.663
O -5.386 -2.413 2.230
H -5.012 -1.706 -5.844
C -4.444 -1.578 -3.756
C 0.119 4.859 -2.239
C -0.106 -0.255 1.434
C 2.793 -2.749 4.751
C 0.933 2.954 -3.480
C -1.593 2.009 4.937
O 7.243 -0.154 0.060
C -4.750 -0.947 -5.114
H 2.272 -1.640 -6.598
C 1.576 -4.617 4.093
H 1.493 -3.694 2.126
C 1.064 -2.412 -3.655
C 0.065 3.304 -2.317
C 1.162 -3.505 3.146
H 0.037 -4.921 -1.512
H -0.986 3.019 -2.370
C -1.284 -3.462 -0.956
H -4.463 0.142 2.367
H 2.726 3.288 -0.123
C 1.753 -2.204 3.732
H -4.086 -2.609 -3.782
H -1.939 1.551 -0.697
O 2.561 -4.158 4.907
C -1.033 -4.745 -1.669
O -6.920 -1.396 3.434
H 3.661 -2.206 -2.822
O -2.895 0.164 -4.220
O -1.752 -3.660 0.292
C -1.420 0.685 -0.292
C 1.967 3.104 3.059
O -3.340 2.819 1.021
O 1.896 -0.166 0.132
H 2.661 -2.325 5.738
H -0.504 -1.263 1.546
H 4.479 0.044 -0.320
C 1.479 4.448 1.292
C -5.961 0.724 3.860
C -4.884 -0.220 3.303
H -4.319 4.519 4.697
H 3.647 4.243 0.978
H 0.666 4.053 0.677
C -1.768 -5.064 0.607
C -3.360 3.720 1.813
H 2.576 1.558 1.775
H 3.500 -1.937 -1.028
H -2.191 5.321 4.192
C 5.207 -3.025 -1.647
H 5.719 -2.408 -2.390
H -1.319 1.304 5.730
H 0.340 0.043 2.384
H 0.074 -3.468 3.202
H 5.981 -5.228 -1.596
C 4.811 0.964 -2.293
H 1.603 5.520 1.164
C -2.845 5.472 3.330
H -0.590 5.380 -2.889
C -3.260 -0.758 -3.188
H 0.789 -2.926 -2.750
H -2.679 2.104 4.992
H -2.792 -5.269 0.915
O 3.540 -5.940 -1.099
C 0.721 0.057 0.229
H -1.356 1.628 1.671
H 6.171 0.561 -3.948
H 6.509 2.058 -3.016
C 3.729 -2.639 -1.826
O -4.293 3.703 2.782
H 4.310 0.054 -2.631
H -5.349 -1.626 -3.154
H -2.423 -1.447 -3.114
C 2.719 3.673 0.895
C -1.752 -5.763 -0.780
O -1.012 -2.336 -1.289
H -8.035 0.311 3.678
H -1.204 -6.694 -0.656
C -1.300 0.640 1.204
H 5.123 1.727 -0.244
H -0.245 -0.602 -3.431
C 1.858 -1.700 -5.603
H -1.346 1.493 4.002
C 1.779 -2.797 -4.805
H -5.510 1.078 4.788
H 4.159 1.803 -2.524
N 1.177 -0.675 -5.029
H -1.337 4.456 2.067
H -6.172 1.546 3.183
H 0.332 2.841 -4.383
H 5.581 -2.864 -0.637
H 0.950 -1.665 4.241
H 0.446 2.980 -1.348
O 2.876 4.259 -4.218
H -2.877 6.562 3.305
H -0.067 3.190 4.836
C 6.566 0.257 -0.842
H -7.332 -0.324 5.172
H 0.038 5.208 -1.211
C -7.149 -0.152 4.112
H -2.766 -5.893 -1.156
H -0.976 -5.418 1.259
C 2.889 2.576 2.008
C -3.573 -0.040 -5.380
C -5.700 -1.469 2.895
O -3.038 0.334 -6.385
H -3.579 -0.465 -2.189
C -4.197 4.821 3.659
C 5.114 0.787 -0.794
O -1.021 3.292 4.998
C 1.882 4.140 -3.580
H 2.144 -1.475 3.027
O -0.049 0.519 -0.771
H 2.183 -3.754 -5.096
C 6.187 1.013 -2.960
```

Results of the Mulliken charge analysis, in e, for atoms 1 through 4: atom 1 (H): 0.610, atom 2 (H): 0.364, atom 3 (O): -0.083, atom 4 (H): 0.273

---

Record 2
Molecular formula: C45H71F3IN7O6
Method: DFT, ωB97M-V/def2-TZVPD

SMILES: CCCCCCCCCCCc1cc(CCC(F)=C(F)F)c2nc(O)c(CCCCn3cccc3)nc2c1CC(=O)I.CNC(C)=O.CNC(C)=O.CNC(C)=O.CNC(C)=O
HOMO: -7.78 eV
ΔE to the lowest compared entry with this formula, charge and spin: 2.9 kJ/mol
Frontier orbital gap: 7.4 eV
LUMO level: -0.38 eV

```
133
C45H71F3IN7O6, DFT ωB97M-V/def2-TZVPD
H 1.245 3.148 2.407
C -4.155 -6.506 2.856
C -5.398 -1.889 -0.507
H -5.903 -3.768 0.545
C -3.634 -6.812 1.622
H 1.055 -2.886 2.448
H 6.726 9.928 -6.169
C 0.082 2.433 -0.913
H -0.081 1.370 -1.070
H 6.210 5.141 -3.272
H 2.101 9.418 -5.198
F -3.389 -5.829 0.747
H 6.010 6.662 -1.511
C -3.238 -3.354 3.295
H 5.281 6.790 -8.436
H -4.983 -4.195 2.368
H -7.280 -2.857 -0.091
C 0.253 -2.820 -0.244
C 1.532 -3.668 1.837
H -3.399 -2.955 -2.569
C 4.614 4.418 -2.035
H -3.365 -1.722 0.232
H -5.434 -0.820 -0.244
N -2.679 0.313 3.822
H 3.680 4.940 -8.800
H -1.668 -4.568 4.226
C -0.298 -8.672 5.864
H -3.826 -3.398 -0.280
C -6.256 0.805 3.647
H -0.723 1.364 1.388
C -3.907 -2.327 -0.510
H 1.370 -4.718 -0.019
C 0.534 3.343 -1.827
H 5.192 4.341 -8.097
H -0.253 3.585 3.362
C 0.256 2.825 2.754
C 0.203 4.355 0.162
H -1.631 2.851 1.679
C -2.605 -2.135 3.705
H 0.789 3.162 -2.864
H 0.278 -0.706 6.064
C 4.748 4.808 -8.978
H -1.200 -10.918 7.985
H 2.930 9.491 -6.758
H 5.165 10.194 -6.973
H -1.420 -1.056 -1.212
C 0.458 1.584 3.689
C -4.516 -0.907 2.873
O 3.682 7.644 -4.389
H 4.892 4.162 -9.837
C 3.065 9.564 -5.678
H -5.772 -1.968 -1.541
H 0.447 0.709 3.018
H 1.082 -2.582 -0.928
C 5.667 6.207 -0.588
H -1.386 2.325 4.645
C -3.225 -0.902 3.500
O 3.959 3.390 -2.071
H 2.102 -4.536 3.781
H -0.187 -4.625 0.837
H -2.000 -4.976 2.569
N -0.989 -9.130 6.943
H 3.437 10.555 -5.416
H -0.722 -3.936 -1.779
O 0.409 -1.102 5.189
H 1.435 1.586 4.185
H 4.802 4.524 -4.150
H 6.765 4.740 -11.124
H -3.563 -1.180 -2.357
H 5.866 7.778 -5.318
H 0.947 -5.525 2.898
C -1.488 0.172 4.349
I -6.008 0.256 5.731
C -0.616 2.447 1.522
C -1.034 -3.198 -1.020
N 5.357 6.112 -9.178
H 6.530 5.966 0.037
C -1.635 -10.417 7.119
H 5.240 5.344 -11.833
C -5.181 0.441 2.608
H -1.039 -8.463 7.698
H -6.914 -1.094 1.734
C 4.019 8.500 -5.194
H 0.412 -9.083 3.902
H 2.512 -3.297 1.490
H 0.142 5.046 0.998
H -4.455 1.264 2.590
H -0.318 1.296 5.720
C 0.607 4.602 -1.121
C -0.162 -9.590 4.673
C -4.460 -3.305 2.720
C 0.727 -4.059 0.588
C 6.212 5.630 -11.429
F -5.477 -6.786 3.107
H 5.034 6.917 -0.051
H 4.701 6.103 -3.361
C -3.221 -2.114 -1.880
H 6.775 6.136 -12.208
H -5.689 0.459 1.635
C -5.142 -2.056 2.489
N 5.286 8.516 -5.685
H -3.999 -5.629 4.847
O -7.240 1.414 3.349
H -1.144 -9.838 4.268
H 2.676 -5.461 2.409
N 4.911 4.996 -0.837
C 6.040 6.568 -10.260
F -3.340 -8.024 1.180
O 6.493 7.702 -10.267
H 0.064 -2.016 0.484
H 6.225 8.870 -7.504
H 0.366 -10.502 4.955
C -2.491 -4.657 3.507
H -7.178 -2.769 2.393
H 4.543 4.490 -0.047
H -1.706 -3.694 -0.307
H -1.516 -11.048 6.244
C -1.677 -1.989 -1.743
C 1.821 -4.867 2.769
H 0.922 5.562 -1.519
C -0.840 -1.087 4.610
O 0.185 -7.552 5.879
C -6.517 -2.109 1.813
C -3.370 -5.851 3.973
N -1.374 -2.225 4.303
C -6.305 -2.754 0.408
C 5.872 9.441 -6.642
H -2.699 -10.258 7.305
N -0.125 3.038 0.284
H -2.667 -6.630 4.320
H -1.220 -1.924 -2.742
C 5.118 5.097 -3.282
C -0.729 1.454 4.712
```

Results of the Mulliken charge analysis, in e, for atoms 1 through 4: atom 1 (H): 0.439, atom 2 (C): 0.362, atom 3 (C): -0.875, atom 4 (H): 0.492

---

Record 3
Molecular formula: C45H72GeHfIN4O2Se
Method: DFT, ωB97M-V/def2-TZVPD

HOMO: -9.87 eV
Frontier orbital gap: 7.4 eV
LUMO level: -2.52 eV
Charge: +1

```
127
C45H72GeHfIN4O2Se, DFT ωB97M-V/def2-TZVPD
H 5.597 0.779 0.028
H -6.214 1.480 -2.803
C -2.766 -0.032 -0.243
H 3.688 3.078 2.267
C 0.113 0.249 5.858
H -6.838 2.129 3.910
H -0.465 0.225 1.564
H 0.024 0.391 6.937
I 0.770 1.114 -3.450
H -4.076 1.651 -3.794
C 2.500 0.660 3.153
C -3.829 0.968 -0.357
H 5.504 -0.292 -8.379
C 1.584 0.061 5.469
C 2.661 0.496 1.773
H 4.387 -0.497 -0.060
H -0.954 -4.313 -0.160
H -2.180 -2.789 -1.845
H 4.336 0.765 -4.291
O 1.795 -0.722 -0.167
H 2.672 1.360 -0.906
C 2.363 1.284 5.953
C 2.619 -0.763 -6.605
H 4.924 1.900 2.750
H -2.561 1.392 -2.926
H 5.999 -3.037 -5.820
H -2.489 0.625 4.607
C -1.303 -1.749 -3.884
H 0.410 -3.665 -4.069
C -1.754 1.901 1.768
C 3.194 2.019 -0.219
C -0.307 2.839 -0.375
H 3.434 1.183 5.770
C -1.944 3.200 1.336
H 4.997 -3.185 -7.263
N -0.408 -2.197 -2.786
H 5.253 -0.202 1.462
H -2.721 3.817 1.770
H 2.525 2.831 0.074
C 5.001 -2.863 -6.221
H -6.973 1.377 2.324
C -1.155 3.694 0.296
Hf 0.110 -0.407 -1.204
H 5.833 -0.120 -4.068
H -1.268 -4.121 -2.556
C 4.807 0.272 0.586
C -4.100 0.891 2.125
C -0.737 1.190 1.156
H 1.435 -3.258 -2.670
H -5.372 1.904 0.699
C 1.011 -1.178 3.341
H -1.866 -2.535 1.829
H 1.311 -2.121 -3.996
H 1.995 -1.487 -6.079
H 0.417 -1.872 3.925
H -5.902 0.027 -1.846
H 0.039 -3.209 2.043
H -4.762 3.520 -2.507
H -6.470 1.502 -1.061
H 4.896 -3.176 -1.735
H -4.411 1.643 5.365
C 2.144 -1.184 6.172
C -4.308 3.094 -1.610
H -4.239 2.903 4.144
H -5.895 -0.931 3.132
C 1.690 -0.132 3.958
H 0.216 3.134 -1.273
Ge 4.507 -0.971 -6.128
H -6.027 2.861 2.532
C -4.483 1.294 0.778
C 4.778 -0.234 -4.319
O -1.916 -0.258 -1.269
H -2.550 -2.778 0.240
H -6.314 -0.108 4.638
H -3.182 -1.001 2.975
C -2.690 1.132 2.638
H -1.686 -2.629 -4.411
N -0.516 -2.266 0.225
N -0.088 1.581 0.057
C 0.498 -2.550 1.301
C -5.825 1.116 -1.851
C -5.515 -0.269 3.912
Se 3.914 -1.185 -2.850
H 3.171 -1.380 5.860
H 5.148 2.871 1.304
H 1.302 -3.109 0.822
H 0.545 -3.711 -0.852
H -0.744 -1.131 -4.579
C 5.622 0.065 -7.356
C -1.904 -2.118 0.821
H 2.264 0.238 -6.360
H -4.708 -0.787 4.433
H 2.484 -0.920 -7.676
C -6.292 1.907 2.992
C 1.893 -0.513 1.185
H 2.225 1.399 7.029
H 1.549 -2.072 5.951
H -3.276 3.442 -1.557
C 4.404 2.340 1.898
C -5.060 1.072 3.329
C -2.586 -0.768 0.888
H -0.485 -0.626 5.591
H -4.845 3.483 -0.745
H 6.157 -2.327 -2.637
C -3.619 1.136 -2.946
C -3.073 -0.274 2.178
H 2.013 2.201 5.474
C 0.756 -2.856 -3.419
H -3.719 0.066 -3.123
H 4.292 -3.487 -5.676
C -4.363 1.561 -1.679
H 5.351 1.120 -7.332
C -4.152 1.827 4.322
H -0.311 1.124 5.363
C 5.132 -2.690 -2.681
H 6.675 -0.023 -7.086
H 3.060 1.450 3.627
H 2.137 -1.041 7.254
C 1.112 -1.367 1.974
N -2.772 1.417 4.046
H -2.125 -1.175 -3.470
C -1.176 -3.189 -1.988
C 3.733 1.285 1.014
H 5.025 -3.401 -3.494
H -1.266 4.712 -0.050
C -0.498 -3.457 -0.668
H 4.031 2.459 -0.765
```

Results of the Mulliken charge analysis, in e, for atoms 1 through 4: atom 1 (H): 0.476, atom 2 (H): 0.497, atom 3 (C): -0.431, atom 4 (H): 0.466